{"formula": "C3H6Cl3P", "method": "the ωB97M-V functional and the def2-TZVPD basis", "s2": 2.005, "multiplicity": 3, "homo_energy_ha": [-0.2737, -0.3636], "energy_ev": -50061.5400, "gap_ha": [0.3022, 0.2084], "e_above_lowest_kj_mol": 0.0, "symbols": ["P", "Cl", "Cl", "H", "C", "H", "Cl", "C", "H", "C", "H", "H", "H"], "xyz": [[-0.790, -2.258, 0.443], [-3.012, 2.371, -1.897], [-2.588, -1.489, -1.209], [-3.164, 0.749, 0.566], [-1.670, -0.686, 0.099], [-0.961, 1.343, -0.621], [-2.020, -3.199, 1.639], [-2.557, 0.060, 1.055], [-2.043, 0.662, 1.882], [-0.586, 0.328, -0.581], [-3.330, -0.556, 1.588], [-0.399, 0.016, -1.613], [0.334, 0.296, 0.200]], "forces_ev_per_angstrom": [[2.3771, 0.6435, 0.0754], [-0.0173, -0.0128, -0.0209], [-1.5431, 0.5305, -1.1566], [-0.8220, 1.4183, -1.3453], [1.5039, 1.5158, -0.7849], [-0.2528, 0.2272, 0.2245], [-1.2829, -0.8410, 1.1325], [-0.1349, -0.8230, 2.8871], [-0.1180, -1.0515, -1.2764], [0.4984, -1.6846, 2.5416], [0.9964, -0.0095, -0.4491], [0.5740, -0.1218, 0.4651], [-1.7788, 0.2089, -2.2931]]}

---

{"formula": "C3H6ClFO", "method": "the ωB97M-V functional and the def2-TZVPD basis", "homo_energy_ha": -0.3576, "energy_ev": -20492.1517, "gap_ha": 0.3888, "e_above_lowest_kj_mol": 353.8, "symbols": ["O", "H", "H", "H", "H", "F", "C", "C", "C", "H", "Cl", "H"], "xyz": [[-1.385, -0.474, -0.949], [0.593, 1.202, 1.248], [0.603, -0.688, -1.073], [-0.608, -1.273, 0.837], [-1.089, 0.365, -1.269], [-0.178, 1.669, -0.528], [0.087, 0.707, 0.453], [-1.102, -0.237, 0.294], [1.124, -0.187, -0.142], [1.304, -1.117, 0.298], [2.740, 0.106, -0.324], [-2.090, -0.070, 1.156]], "forces_ev_per_angstrom": [[-1.5036, -0.3662, -2.4708], [-1.0274, 0.3803, 1.5783], [1.6711, 1.6180, 0.9754], [-1.7451, 2.4225, -1.3324], [-0.2881, 1.1202, -2.2342], [0.1732, 1.3741, -0.2876], [0.9403, -0.9549, -2.2810], [-0.9218, -3.6246, 10.6939], [-2.3231, -3.2274, -2.8966], [-1.2699, -1.2628, 2.1233], [3.7474, 2.3907, -1.0047], [2.5469, 0.1302, -2.8635]]}